Record 1
C15H23ClN4O4S | the ωB97M-V functional and the def2-TZVPD basis

Geometry as ORCA input:
```
! RIJCOSX wB97M-V def2-TZVPD def2/J DEFGRID3
* xyz 0 1
C -0.396 -0.754 -2.026
O -0.217 -1.458 -0.803
C 1.100 -1.969 -0.595
C 2.046 -0.773 -0.379
O 3.033 -0.576 -1.060
N 1.645 0.051 0.622
C 2.234 1.358 0.843
C 1.557 2.455 0.008
C 2.068 3.819 0.451
O 3.490 3.739 0.419
N 0.116 2.308 0.181
C -0.850 3.257 0.143
O -0.653 4.447 -0.019
C -2.276 2.740 0.350
C -2.436 1.289 0.668
C -2.060 0.595 1.839
C -2.414 -0.705 1.572
Cl -2.252 -2.110 2.533
N -2.961 -0.752 0.345
C -3.394 -1.916 -0.402
N -2.971 0.465 -0.223
C 0.999 -2.889 0.617
C 0.189 -4.103 0.173
S 0.619 -4.398 -1.580
C 1.585 -2.865 -1.725
H -1.331 -0.206 -1.939
H 0.419 -0.043 -2.205
H -0.459 -1.442 -2.872
H 0.786 -0.185 1.094
H 2.137 1.604 1.903
H 3.290 1.310 0.593
H 1.825 2.304 -1.044
H 1.694 4.600 -0.206
H 1.708 4.028 1.466
H 3.845 4.631 0.442
H -0.215 1.356 0.176
H -2.700 3.363 1.140
H -2.829 2.969 -0.561
H -1.625 0.981 2.744
H -3.963 -2.579 0.245
H -4.027 -1.560 -1.209
H -2.532 -2.445 -0.808
H 2.007 -3.182 0.917
H 0.522 -2.387 1.461
H 0.430 -4.986 0.761
H -0.878 -3.908 0.254
H 1.445 -2.422 -2.707
H 2.649 -3.054 -1.597
*
```

Values from the calculation:
LUMO: 0.46 eV
Highest occupied orbital energy: -8.69 eV
Energy relative to the best compared isomer or geometry (same formula, charge and spin): 0.4517 eV
SMILES: CO[C@@]1(C(=O)NC[C@H](CO)NC(=O)Cc2cc(Cl)n(C)n2)CCSC1

What are the Mulliken partial charges on each atom? They are as follows, in elementary charge units:
1 C -1.00
2 O 0.00
3 C 0.81
4 C -0.11
5 O -0.69
6 N 0.00
7 C -1.28
8 C 0.46
9 C -0.82
10 O -0.51
11 N 0.22
12 C 0.60
13 O -0.67
14 C -0.81
15 C 0.50
16 C -0.57
17 C 0.08
18 Cl -0.16
19 N 0.78
20 C -0.88
21 N -0.98
22 C -0.91
23 C -0.62
24 S -0.22
25 C -0.78
26 H 0.39
27 H 0.40
28 H 0.24
29 H 0.28
30 H 0.34
31 H 0.39
32 H 0.17
33 H 0.48
34 H 0.34
35 H 0.34
36 H -0.21
37 H 0.35
38 H 0.32
39 H 0.45
40 H 0.41
41 H 0.27
42 H 0.22
43 H 0.49
44 H 0.24
45 H 0.51
46 H 0.17
47 H 0.49
48 H 0.49



Record 2
H10KO5 | the ωB97M-V functional and the def2-TZVPD basis

Geometry as ORCA input:
```
! RIJCOSX wB97M-V def2-TZVPD def2/J DEFGRID3
* xyz 1 1
K 0.128 -0.204 0.022
O -0.953 -2.331 1.602
H -1.871 -2.479 1.866
H -0.410 -2.849 2.211
O 2.447 0.025 -1.582
H 2.640 -0.700 -2.196
H 3.302 0.460 -1.438
O 0.364 0.534 2.542
H -0.033 -0.151 3.098
H 0.868 1.101 3.140
O -2.721 -0.329 -1.010
H -2.380 0.219 -1.731
H -3.292 0.270 -0.506
O 0.620 2.314 -1.650
H 0.022 2.457 -2.395
H 1.270 1.663 -1.974
*
```

Values from the calculation:
LUMO: -3.25 eV
Highest occupied orbital energy: -15.11 eV
Energy relative to the best compared isomer or geometry (same formula, charge and spin): 0.1427 eV

What are the Mulliken partial charges on each atom? They are as follows, in elementary charge units:
1 K 0.81
2 O -0.55
3 H 0.31
4 H 0.30
5 O -0.60
6 H 0.30
7 H 0.31
8 O -0.55
9 H 0.31
10 H 0.28
11 O -0.64
12 H 0.32
13 H 0.34
14 O -0.63
15 H 0.33
16 H 0.36



Record 3
C20H22F12N2O6Sn | the ωB97M-V functional and the def2-TZVPD basis

Geometry as ORCA input:
```
! RIJCOSX wB97M-V def2-TZVPD def2/J DEFGRID3
* xyz 0 1
Sn 0.286 -1.708 0.442
O 3.208 -1.593 1.119
C 3.269 -1.277 2.505
C 2.106 -1.864 3.280
N 0.758 -1.400 2.876
C 0.478 -0.041 3.359
C 1.194 1.050 2.586
O 1.835 1.937 3.080
O 0.959 0.911 1.277
C -0.226 -2.340 3.447
C -0.235 -3.670 2.684
O -0.341 -4.710 3.287
O -0.147 -3.540 1.386
H 3.461 -2.516 0.995
H 3.305 -0.191 2.570
H 4.194 -1.654 2.950
H 2.249 -1.653 4.348
H 2.124 -2.950 3.163
H 0.724 0.076 4.417
H -0.589 0.136 3.220
H -1.216 -1.903 3.350
H -0.028 -2.534 4.504
C 0.432 4.133 1.071
C 0.385 2.976 0.078
C 0.545 3.478 -1.356
C 1.452 1.922 0.364
H -0.339 4.868 0.834
H 1.402 4.636 1.023
H 0.284 3.798 2.097
H -0.582 2.472 0.164
H 1.549 3.881 -1.516
H -0.167 4.276 -1.567
H 0.382 2.676 -2.076
H 2.357 2.358 0.788
H 1.699 1.364 -0.539
F -3.517 -2.356 2.221
C -3.542 -1.026 2.065
F -4.812 -0.622 2.156
F -2.876 -0.495 3.104
C -2.877 -0.611 0.717
O -1.532 -0.702 0.748
C -3.250 0.876 0.412
F -3.068 1.634 1.506
F -2.458 1.369 -0.545
F -4.517 1.030 0.012
C -3.436 -1.524 -0.419
F -2.869 -2.731 -0.364
F -4.761 -1.682 -0.368
F -3.131 -1.000 -1.621
F 1.694 0.145 -7.561
C 0.520 -0.035 -6.940
F -0.065 -1.115 -7.487
F -0.257 1.023 -7.232
C 0.680 -0.200 -5.451
C 1.923 -0.139 -4.849
C 1.985 -0.303 -3.472
N 0.917 -0.516 -2.710
C -0.273 -0.569 -3.306
C -0.446 -0.418 -4.672
H 2.818 0.031 -5.429
H 2.940 -0.264 -2.958
H -1.128 -0.734 -2.660
H -1.432 -0.466 -5.112
*
```

Values from the calculation:
LUMO: 0.13 eV
Highest occupied orbital energy: -9.23 eV
Energy relative to the best compared isomer or geometry (same formula, charge and spin): 0.5274 eV

What are the Mulliken partial charges on each atom? They are as follows, in elementary charge units:
1 Sn 1.06
2 O -0.45
3 C -0.75
4 C -0.62
5 N 0.40
6 C -0.42
7 C -0.04
8 O -0.59
9 O 0.34
10 C -0.31
11 C 0.51
12 O -0.69
13 O -0.77
14 H 0.36
15 H 0.27
16 H 0.47
17 H 0.30
18 H 0.45
19 H 0.35
20 H 0.06
21 H 0.02
22 H 0.43
23 C -1.64
24 C 2.06
25 C -1.61
26 C -0.99
27 H 0.44
28 H 0.35
29 H 0.34
30 H -0.76
31 H 0.37
32 H 0.42
33 H 0.31
34 H 0.43
35 H 0.23
36 F -0.27
37 C 0.25
38 F -0.27
39 F -0.27
40 C 0.87
41 O 0.05
42 C 0.33
43 F -0.29
44 F -0.21
45 F -0.27
46 C 0.47
47 F -0.22
48 F -0.27
49 F -0.27
50 F -0.28
51 C 0.76
52 F -0.25
53 F -0.25
54 C 0.37
55 C -0.67
56 C -0.45
57 N 0.08
58 C -0.10
59 C -0.97
60 H 0.49
61 H 0.45
62 H 0.39
63 H 0.45



It is found that the calculated total energy values, taken in the order of the records, are -1963.77501, -981.98755, -2749.10230 Eh.